Computed, not measured: a cluster of 15 separate species, C3H37N2O16 in total in a non-equilibrium geometry, with ωB97M-V/def2-TZVPD.

Calculated values
spin multiplicity	1
net charge	+1
calculated total energy	-39444.55659	eV

Last columns: bonded neighbours and bond lengths (Å).
Element x y z (Å)
1 N 0.85421 -2.02947 0.25008  C2 1.550, H8 1.118, H9 1.089, H10 1.027
2 C 0.79209 -0.68950 -0.52702  N1 1.550, C3 1.560, C5 1.519, H11 1.042
3 C -0.34084 0.10039 0.19761  C2 1.560, O4 1.390, H12 1.162, H13 1.063
4 O -0.01644 0.39167 1.51749  C3 1.390, H14 1.015
5 C 0.45738 -1.09117 -1.95320  C2 1.519, N6 1.375, O7 1.219
6 N 0.34838 -0.07405 -2.87221  C5 1.375, H15 0.992, H16 1.090
7 O 0.48115 -2.27361 -2.25035  C5 1.219
8 H 0.77257 -1.89255 1.35632  N1 1.118
9 H -0.04289 -2.59316 -0.00171  N1 1.089
10 H 1.68092 -2.56930 -0.03289  N1 1.027
11 H 1.69330 -0.19420 -0.36068  C2 1.042
12 H -0.67048 1.01480 -0.43851  C3 1.162
13 H -1.20513 -0.49788 0.35506  C3 1.063
14 H 0.21857 1.37907 1.52998  O4 1.015
15 H 0.09006 -0.22434 -3.81858  N6 0.992
16 H 0.43647 0.97442 -2.58897  N6 1.090
17 H -1.30402 2.25807 3.42097  O19 0.815
18 H -1.46136 3.62508 3.43275  O19 0.921
19 O -1.34187 2.88371 2.89999  H17 0.815, H18 0.921
20 H -0.32358 -4.65174 -0.41774  O22 0.875
21 H -1.55707 -3.85130 -0.10152  O22 1.003
22 O -0.61517 -4.06943 0.16616  H20 0.875, H21 1.003
23 H 5.07776 0.25354 -1.67701  O25 0.959
24 H 3.86466 0.80189 -2.46576  O25 0.898
25 O 4.23884 0.07010 -2.10302  H23 0.959, H24 0.898
26 H -3.16660 2.69626 -1.86432  O28 0.974
27 H -2.86114 2.02455 -0.55807  O28 0.992
28 O -2.72520 1.89396 -1.53232  H26 0.974, H27 0.992
29 H 1.76675 2.71381 1.02825  O31 0.954
30 H 0.76111 3.24569 2.15852  O31 0.922
31 O 0.87442 2.89350 1.31424  H29 0.954, H30 0.922
32 H -4.01856 -2.71951 0.67430  O34 0.981
33 H -2.87632 -1.69485 1.02265  O34 0.941
34 O -3.28536 -2.49929 1.28831  H32 0.981, H33 0.941
35 H 2.89084 1.79712 -1.07271  O37 0.965
36 H 3.92007 1.30363 0.00955  O37 0.907
37 O 3.06545 1.56023 -0.15346  H35 0.965, H36 0.907
38 H -2.41548 -0.24543 -1.31641  O40 1.030
39 H -3.72278 -0.79167 -0.86422  O40 0.990
40 O -2.81042 -1.14651 -1.01027  H38 1.030, H39 0.990
41 H -1.21242 2.58759 -1.59222  O43 1.001
42 H 0.27158 3.10222 -0.74711  O43 1.057
43 O -0.25972 2.89293 -1.63658  H41 1.001, H42 1.057
44 H 0.79305 -2.98495 3.75460  O46 0.964
45 H 1.18566 -4.23343 2.88883  O46 0.903
46 O 1.19813 -3.33302 2.95200  H44 0.964, H45 0.903
47 H 3.23170 -1.03762 -1.29380  O49 0.973
48 H 2.95216 -2.18295 -2.05348  O49 1.001
49 O 3.04866 -1.96925 -1.08065  H47 0.973, H48 1.001
50 H -1.03181 -3.05503 2.76150  O52 0.909
51 H -2.13062 -2.46373 3.52846  O52 0.854
52 O -1.28169 -2.52033 3.45307  H50 0.909, H51 0.854
53 H 1.96501 3.62527 -2.39526  O55 0.950
54 H 1.37675 2.38914 -2.20902  O55 1.006
55 O 2.28084 2.73411 -2.48327  H53 0.950, H54 1.006
56 H -2.77239 2.40269 1.65868  O58 1.010
57 H -3.69425 3.44933 0.93971  O58 0.968
58 O -3.44494 2.51454 0.91328  H56 1.010, H57 0.968